Entry 1:
Molecular formula: C26H31GaIN4OP
Method: DFT, ωB97M-V/def2-TZVPD

Output
E_LUMO: 0.01915 Ha
HOMO energy: -8.0 eV

Each line ends with the Löwdin charge.
Cartesian coordinates (Å):
Ga: -0.31806 -0.09395 0.15966  0.27
C: 3.90147 -4.78149 -0.22093  -0.09
C: 3.53735 -4.38421 1.05700  -0.08
C: 3.13720 -3.07617 1.29867  -0.08
C: 3.09921 -2.14885 0.26094  -0.38
C: 3.45205 -2.56416 -1.02541  -0.13
C: 3.85902 -3.86833 -1.26589  -0.08
P: 2.53962 -0.41049 0.44409  1.10
C: 4.11741 0.49379 0.69907  -0.35
C: 5.34018 0.04007 0.20950  -0.08
C: 6.49131 0.80057 0.37600  -0.09
C: 6.43445 2.02326 1.02767  -0.10
C: 5.21622 2.49272 1.50112  -0.09
C: 4.06563 1.73840 1.33099  -0.10
C: 1.75288 -0.36893 2.08528  -0.41
C: 2.45840 -0.41835 3.28801  -0.10
C: 1.77456 -0.39593 4.49122  -0.08
C: 0.38770 -0.32853 4.48643  -0.08
C: -0.31276 -0.28430 3.28949  -0.10
C: 0.34424 -0.29206 2.05706  -0.20
H: 4.20633 -5.80443 -0.40486  0.10
H: 3.55741 -5.09731 1.87216  0.10
H: 2.83816 -2.78292 2.29601  0.10
H: 3.39366 -1.85521 -1.84497  0.11
H: 4.13448 -4.17406 -2.26786  0.10
H: 5.40171 -0.91747 -0.29175  0.09
H: 7.43687 0.43066 -0.00111  0.10
H: 7.33515 2.60756 1.16750  0.10
H: 5.16411 3.44918 2.00676  0.10
H: 3.11475 2.11345 1.69411  0.11
H: 3.54180 -0.47062 3.27882  0.11
H: 2.31444 -0.43606 5.42932  0.10
H: -0.15257 -0.30558 5.42570  0.10
H: -1.39029 -0.24340 3.33657  0.07
C: -3.23659 -0.32077 1.42430  -0.17
N: -4.67333 -0.09020 1.40258  -0.08
C: -4.91154 1.33966 1.18595  -0.16
N: -4.32313 1.80680 -0.07173  -0.08
C: -2.88864 1.55606 -0.04039  -0.16
N: -2.58390 0.10586 0.15719  -0.11
C: -3.23321 -0.64077 -0.95589  -0.19
N: -4.66936 -0.40606 -1.00407  -0.08
C: -5.24900 -0.82830 0.27474  -0.16
C: -4.90780 1.03067 -1.16775  -0.16
H: -3.03310 -1.38070 1.57802  0.11
H: -2.80161 0.25069 2.23910  0.11
H: -4.47466 1.90197 2.01300  0.13
H: -5.98671 1.52132 1.16471  0.13
H: -2.42911 2.11983 0.76963  0.14
H: -2.43961 1.87515 -0.97749  0.12
H: -3.05225 -1.70469 -0.81110  0.08
H: -2.78194 -0.31861 -1.89394  0.13
H: -5.06665 -1.89484 0.41347  0.13
H: -6.32562 -0.65656 0.25169  0.13
H: -5.98250 1.21308 -1.19930  0.13
H: -4.46605 1.35682 -2.11085  0.13
C: 0.23510 2.65792 -1.18516  -0.20
O: -0.07007 1.59823 -0.35144  -0.31
H: 0.37085 3.57384 -0.59970  0.08
H: -0.56210 2.84571 -1.91938  0.07
H: 1.16206 2.47368 -1.74311  0.08
I: -0.77764 -3.32377 0.23652  0.77
C: -0.29067 -1.67715 -1.09134  -0.63
H: -1.01300 -1.75112 -1.89685  -0.04
H: 0.69466 -1.93030 -1.47098  -0.05



Entry 2:
Molecular formula: C26H31N5O5S
Method: DFT, ωB97M-V/def2-TZVPD

Output
E_LUMO: 0.00343 Ha
HOMO energy: -8.2 eV

Each line ends with the Löwdin charge.
Cartesian coordinates (Å):
C: -1.49485 -3.40817 -5.04533  -0.09
N: -1.45117 -1.99064 -4.77826  -0.33
S: 0.07109 -1.35386 -4.70544  0.66
O: -0.03445 0.04073 -4.43884  -0.24
O: 0.81114 -1.81601 -5.82667  -0.24
N: 0.75809 -2.04229 -3.31676  -0.09
C: 0.50058 -1.52747 -2.06759  -0.04
C: 1.03442 -2.32424 -1.08461  -0.12
C: 0.99637 -2.15880 0.34409  0.05
C: 0.72078 -1.02250 1.01403  -0.12
N: 0.57990 0.17883 0.28816  0.14
C: -0.43806 1.07877 0.23603  -0.40
O: -1.31094 1.17873 1.08657  0.05
C: -0.43856 1.90158 -1.00313  -0.15
C: 0.72080 2.25323 -1.69095  -0.03
C: 0.63321 2.93727 -2.88853  -0.07
C: -0.60404 3.26947 -3.41438  -0.08
C: -1.75923 2.94329 -2.72443  -0.07
C: -1.67806 2.26979 -1.52057  -0.02
H: -2.56768 2.00370 -0.96892  0.12
H: -2.72525 3.21061 -3.12603  0.11
H: -0.66563 3.78646 -4.35945  0.11
H: 1.53433 3.20534 -3.41811  0.11
H: 1.69540 2.02084 -1.28390  0.12
H: 1.16886 0.17069 -0.53749  0.12
C: 0.72022 -1.06710 2.51482  -0.45
O: 1.34415 -1.93418 3.10381  0.05
N: -0.00313 -0.11135 3.11608  0.08
H: -0.60062 0.47706 2.53904  0.08
C: -0.10289 -0.01252 4.55098  -0.14
H: 0.36781 -0.91261 4.95449  0.12
C: 0.60462 1.22688 5.12018  -0.18
N: -0.29114 2.36030 5.27139  -0.18
C: -0.64513 2.98811 4.00829  -0.16
C: -1.64116 4.11879 4.26484  -0.19
O: -1.12337 5.08387 5.15056  -0.13
C: -0.76853 4.47822 6.36993  -0.20
C: 0.26097 3.36776 6.16264  -0.18
H: 0.48982 2.90434 7.12486  0.12
H: 1.18730 3.80887 5.75211  0.13
H: -0.36012 5.26987 7.00076  0.12
H: -1.66293 4.05143 6.84874  0.13
H: -1.87056 4.64321 3.33592  0.13
H: -2.56541 3.69168 4.68238  0.13
H: -1.11852 2.25937 3.35271  0.10
H: 0.24786 3.39745 3.50113  0.14
H: 1.47631 1.46727 4.48697  0.13
H: 0.97377 0.97851 6.11782  0.12
H: -1.15395 0.01386 4.84898  0.13
H: 1.22134 -3.03015 0.94131  0.12
C: 1.65777 -3.42976 -1.77449  -0.11
C: 2.35829 -4.55217 -1.34234  -0.01
C: 2.84270 -5.42803 -2.29044  -0.09
C: 2.65292 -5.19960 -3.65436  -0.08
C: 1.96689 -4.09163 -4.11136  -0.01
C: 1.46958 -3.21666 -3.15814  -0.19
H: 1.83222 -3.89332 -5.16206  0.10
H: 3.05548 -5.90309 -4.36718  0.10
H: 3.38647 -6.30628 -1.97657  0.10
H: 2.51839 -4.72683 -0.28981  0.11
H: -0.09067 -0.63454 -2.02967  0.11
C: -2.36836 -1.51161 -3.77262  -0.09
H: -2.23595 -2.02641 -2.81304  0.09
H: -3.38951 -1.66501 -4.12099  0.10
H: -2.18697 -0.44699 -3.64660  0.08
H: -0.73903 -3.62035 -5.79633  0.08
H: -1.29630 -4.00455 -4.14657  0.10
H: -2.47767 -3.66749 -5.43762  0.10



Entry 3:
Molecular formula: C26H31N5O6Os
Method: DFT, ωB97M-V/def2-TZVPD

Output
E_LUMO (alpha / beta): -0.31291 / -0.31466 Ha
HOMO energy (alpha / beta): -14.7 / -14.7 eV
net charge: +2

Each line ends with the Löwdin charge.
Cartesian coordinates (Å):
Os: 0.05035 0.62850 0.31469  1.59
C: 0.53327 -0.33610 3.48000  -0.02
O: 0.36656 0.74940 2.56029  -0.34
C: 1.20567 1.87194 2.81494  -0.16
C: 2.55987 1.59955 2.21364  -0.13
O: 2.31251 1.13989 0.87643  -0.35
C: 3.38533 1.40151 -0.03093  -0.04
H: 0.25075 -0.00432 4.48032  0.12
H: 1.56541 -0.68944 3.49823  0.11
H: -0.12719 -1.14203 3.17121  0.07
H: 1.26730 2.08829 3.88254  0.16
H: 0.74771 2.71668 2.30960  0.12
H: 3.11355 0.83604 2.77212  0.14
H: 3.14225 2.52359 2.21141  0.15
H: 4.31506 0.96094 0.33817  0.11
H: 3.51787 2.47663 -0.16639  0.12
H: 3.12082 0.93852 -0.97964  0.09
C: 0.23925 -0.93294 -3.26722  0.04
C: 0.34597 0.51366 -2.96707  -0.30
N: 0.31033 1.06376 -1.75700  0.01
C: 0.41169 2.43462 -1.92784  -0.13
C: 0.50954 2.70452 -3.26003  -0.04
N: 0.47145 1.48586 -3.88171  0.22
C: 0.63926 3.95523 -4.08816  -0.47
O: 0.66154 5.09089 -3.45339  0.18
O: 0.70490 3.81261 -5.27979  0.15
C: 0.32703 3.32268 -0.73332  -0.53
O: 0.41257 4.53059 -0.84725  0.12
O: 0.15627 2.66005 0.35975  -0.17
H: 0.01552 -1.47380 -2.35302  0.05
H: 1.17203 -1.31373 -3.68491  0.11
H: -0.54858 -1.12052 -3.99639  0.11
H: 0.53789 1.39569 -4.88949  0.20
H: 0.58435 5.03548 -2.46578  0.09
C: 3.44391 -3.76949 -0.72961  -0.01
C: 2.15255 -4.18846 -1.04008  -0.03
C: 1.07139 -3.42004 -0.67430  0.00
C: 1.25599 -2.17285 -0.03513  -0.28
C: 2.56701 -1.75644 0.25862  0.00
C: 3.63820 -2.55694 -0.07142  -0.03
N: 0.16204 -1.37954 0.24600  -0.06
C: -1.01776 -2.06665 0.59776  -0.31
C: -2.23726 -1.83218 -0.04728  -0.04
C: -3.37173 -2.51320 0.35119  -0.05
C: -3.31880 -3.43858 1.38728  -0.03
C: -2.10319 -3.70407 2.00765  -0.04
C: -0.96162 -3.03685 1.61446  -0.03
H: 4.29175 -4.37817 -1.01008  0.13
H: 1.99939 -5.11183 -1.58050  0.13
H: 0.06851 -3.74224 -0.92063  0.13
H: 2.71842 -0.81444 0.76556  0.08
H: 4.64135 -2.24152 0.17831  0.12
H: -2.27851 -1.15529 -0.88839  0.10
H: -4.30761 -2.34275 -0.16279  0.12
H: -4.21155 -3.96500 1.69421  0.12
H: -2.04619 -4.44130 2.79580  0.12
H: -0.01190 -3.24544 2.09029  0.13
C: -3.00767 0.70462 2.40659  0.03
C: -3.14467 1.18203 1.00970  -0.35
N: -2.21585 1.11887 0.06908  -0.01
C: -2.75825 1.65412 -1.07736  -0.11
C: -4.03083 2.04600 -0.82101  -0.03
N: -4.25713 1.73603 0.49733  0.14
H: -1.95410 0.62116 2.66096  0.06
H: -3.47342 -0.27457 2.53251  0.09
H: -3.49305 1.39762 3.09198  0.10
H: -2.22075 1.71207 -2.00557  0.11
H: -4.76019 2.52232 -1.44958  0.13
H: -5.10660 1.92882 1.00441  0.18